Density functional theory data (ωB97M-V/def2-TZVPD) for a cluster of 13 separate species, C38H62N16O18 in total in a non-equilibrium geometry.

Relative energy (zero: lowest compared OMol25 entry of this formula, charge and spin) = 0.0 kJ/mol
Net charge = 0
Gap between HOMO and LUMO = 7.502 eV
Multiplicity = 1

Geometry as XYZ:
```
134
Properties=species:S:1:pos:R:3:forces:R:3
C -9.862109 -19.651211 -1.449204 -0.4 -0.3 -0.2
C -9.779666 -18.796213 -2.560913 -0.3 1.0 2.0
C -9.796506 -19.255573 -3.832007 0.7 -0.8 -1.2
C -9.863669 -20.634038 -4.026182 -0.1 -1.0 -0.7
C -9.989026 -21.513155 -2.988000 -0.7 1.5 1.2
C -10.034515 -20.993247 -1.663039 1.2 -1.7 -1.6
O -10.047819 -21.900952 -0.658250 -0.1 0.6 1.1
O -9.569321 -18.385500 -4.873045 -0.4 0.6 0.4
H -9.792004 -19.338155 -0.416079 0.0 0.4 -0.1
H -9.740165 -17.738394 -2.330923 0.2 0.1 -0.4
H -9.823613 -21.188636 -4.957309 0.1 0.9 -0.6
H -10.130221 -22.564774 -3.190967 0.5 0.5 0.2
H -9.640207 -22.741791 -0.912149 0.0 -0.1 0.0
H -9.521727 -18.826940 -5.738757 0.0 -0.6 0.0
C -4.738832 -19.101179 -3.389633 -0.2 0.4 -0.1
C -5.938499 -18.661132 -3.907749 0.1 0.8 -0.8
C -5.944556 -17.725931 -4.965425 -0.8 -1.2 1.0
C -4.772667 -17.336671 -5.569668 -0.6 0.0 0.0
C -3.576930 -17.783357 -5.050584 0.7 0.1 0.5
C -3.554447 -18.614465 -3.927455 0.1 -0.8 0.1
O -2.359938 -19.082223 -3.415452 0.8 0.8 -0.7
O -7.150841 -17.274198 -5.396742 0.2 0.4 -0.5
H -4.705098 -19.783133 -2.549041 -0.1 -0.1 0.0
H -6.910182 -19.006642 -3.577983 0.1 -0.2 0.4
H -4.843086 -16.733626 -6.464314 0.2 0.2 0.1
H -2.683518 -17.386855 -5.513322 0.3 -0.4 0.2
H -2.434570 -19.643420 -2.642799 -0.6 0.0 0.0
H -7.856977 -17.687808 -4.878826 -0.1 0.0 -0.2
C -9.246189 -22.884223 -8.912274 0.1 0.2 0.7
C -8.956042 -21.867572 -7.982526 0.5 -0.5 -0.2
C -9.433182 -20.624273 -8.231094 -1.3 1.6 0.1
C -10.286388 -20.299402 -9.299705 0.6 -0.5 1.4
C -10.606384 -21.325180 -10.126394 -0.9 -0.4 -1.7
C -10.108144 -22.601156 -9.939126 -0.1 -0.8 0.3
O -10.630142 -23.628825 -10.693147 0.0 0.5 -0.6
O -9.226176 -19.586674 -7.301398 0.3 -0.1 -0.4
H -8.915800 -23.911612 -8.823686 0.3 0.1 0.5
H -8.401520 -21.960396 -7.056806 0.3 -0.6 -0.2
H -10.806569 -19.351555 -9.271703 0.2 0.1 -0.5
H -11.272844 -21.212850 -10.973401 -0.2 0.2 0.1
H -10.093608 -24.420983 -10.600311 0.1 0.0 0.2
H -9.218474 -18.805146 -7.865342 0.2 0.3 0.3
C -13.884545 -17.209713 2.338941 0.1 -0.2 0.2
C -15.111685 -16.550332 2.376380 -0.2 -0.6 -2.0
C -15.517094 -15.959106 1.165528 -0.9 1.3 -0.6
C -14.728800 -15.903391 0.023968 0.3 -0.9 1.0
C -13.518647 -16.588803 0.035881 -0.1 1.3 -0.1
C -13.069249 -17.188792 1.207873 -0.2 0.6 -0.6
O -11.823420 -17.738808 1.266895 0.5 -0.8 0.8
O -16.782229 -15.398907 1.039577 -0.6 -0.7 1.7
H -13.558016 -17.787447 3.193487 0.1 0.1 0.1
H -15.827042 -16.722442 3.166499 0.1 0.4 0.2
H -15.119363 -15.380444 -0.837611 0.2 -0.1 -0.2
H -12.913302 -16.425059 -0.847762 0.4 -0.6 0.1
H -11.184769 -17.352435 0.664290 -0.4 0.3 -0.3
H -16.928879 -14.695797 0.405786 0.8 -0.1 -0.3
C -12.857304 -14.590757 -5.350681 -1.0 -0.6 1.3
C -14.129278 -14.445527 -4.749564 1.9 2.0 -1.4
C -14.605792 -15.325182 -3.847514 -0.3 -1.7 0.8
C -13.853745 -16.434935 -3.485936 0.7 -0.2 -0.8
C -12.620799 -16.632502 -4.100615 -0.1 0.1 1.3
C -12.101123 -15.698454 -4.981630 -0.6 0.0 -1.2
O -11.003009 -15.895421 -5.738942 1.1 0.3 -0.5
O -15.844840 -15.230199 -3.289709 -0.8 0.3 0.3
H -12.461167 -13.856376 -6.035217 0.0 0.0 -0.1
H -14.592577 -13.482206 -4.929755 -0.6 -0.2 -0.1
H -14.199893 -17.226545 -2.836045 -0.3 0.2 0.2
H -12.056087 -17.479335 -3.730433 0.2 -0.1 -0.5
H -10.351323 -16.524961 -5.412921 -0.3 -0.3 0.5
H -16.435602 -14.809624 -3.921493 0.0 0.1 0.1
C -13.571107 -20.957431 1.334270 1.1 -0.1 1.3
O -13.274504 -21.317528 2.473194 -0.3 0.0 -0.6
N -12.648174 -20.554884 0.430383 0.1 -0.2 0.7
N -14.820853 -21.010748 0.826605 -2.4 0.9 0.8
H -12.922858 -20.085088 -0.425111 0.6 0.2 0.2
H -11.739797 -20.540707 0.864147 0.2 0.4 -0.6
H -15.558735 -21.260401 1.467213 0.3 0.1 0.3
H -15.101201 -20.249876 0.223998 0.1 0.0 -0.1
C -13.828315 -20.750184 -3.220938 0.6 0.7 -2.5
O -13.489259 -20.267123 -2.144451 0.0 1.3 -0.2
N -13.189145 -20.430829 -4.399226 1.1 0.9 0.0
N -14.767970 -21.663886 -3.429104 -1.5 1.1 -2.9
H -12.202699 -20.218327 -4.379349 -0.2 0.3 0.2
H -13.576605 -20.554963 -5.317237 -0.2 -0.3 0.2
H -14.950001 -22.192218 -2.582254 -2.3 1.3 -1.1
H -14.732592 -22.110393 -4.326109 0.0 -0.1 -0.1
C -7.702998 -24.977757 0.094938 0.2 1.3 -0.8
O -8.460271 -24.054408 -0.218801 -0.1 -0.4 0.7
N -6.548867 -25.142125 -0.600715 -0.1 -0.8 0.0
N -7.909005 -25.841670 1.112714 -0.3 -0.1 -0.2
H -6.198675 -24.330199 -1.080723 0.1 -0.1 -0.1
H -5.943487 -25.912135 -0.373839 0.3 0.3 -0.1
H -8.666779 -25.637723 1.740984 0.1 -0.2 0.0
H -7.164056 -26.475323 1.338904 -0.3 0.0 0.4
C -8.959999 -25.450981 -6.381975 -0.3 1.2 0.7
O -8.242914 -25.556062 -7.365903 0.2 0.0 0.2
N -8.810445 -24.617541 -5.302024 1.2 0.1 -0.1
N -10.132520 -26.104294 -6.229619 -1.3 -1.2 -0.4
H -7.927427 -24.165540 -5.076787 -0.2 0.1 -0.7
H -9.571629 -24.403842 -4.660317 0.3 -0.3 -0.5
H -10.563385 -26.108101 -5.324704 -0.2 0.0 -0.1
H -10.604785 -26.552758 -6.995245 0.3 0.0 0.0
C -5.534978 -21.808010 0.621433 0.1 2.0 -0.8
O -5.284005 -22.440593 -0.404413 0.2 -0.7 0.2
N -4.578600 -21.069805 1.243227 0.5 -0.7 0.2
N -6.772525 -21.520466 1.051979 -0.6 -0.7 0.1
H -3.699074 -21.009559 0.761314 0.1 0.1 0.4
H -4.817167 -20.491091 2.026596 0.4 0.2 -0.1
H -6.889021 -20.978142 1.887710 -0.4 0.0 -0.1
H -7.563228 -21.869062 0.528003 -0.2 -0.2 0.3
C -10.565931 -25.403541 -2.669998 -0.6 0.5 -0.2
O -10.451929 -24.238496 -3.108337 -0.1 -1.2 0.3
N -9.524671 -26.241315 -2.601378 0.7 0.6 -0.2
N -11.739758 -25.911453 -2.320521 -1.2 -0.6 0.5
H -8.663018 -25.736407 -2.752203 0.4 -0.8 0.1
H -9.621226 -27.140061 -2.167443 0.5 0.0 0.0
H -11.788009 -26.812642 -1.877399 0.0 0.0 0.0
H -12.598730 -25.365529 -2.326674 0.0 0.3 -0.2
C -13.806340 -23.137664 -2.006835 2.8 -2.5 2.8
O -14.139429 -24.220745 -2.494191 0.0 0.2 -0.2
N -12.542525 -22.655150 -1.966704 0.4 -1.5 -1.0
N -14.606028 -22.336695 -1.254588 -0.3 -1.6 2.7
H -11.823638 -23.135867 -2.504351 -0.4 0.1 0.1
H -12.332085 -21.746630 -1.591269 0.0 -0.4 0.1
H -14.075838 -21.572255 -0.881067 -0.7 -0.3 0.0
H -15.431907 -22.623642 -0.759557 0.3 -0.5 0.0
C -6.374343 -22.780802 -3.674359 -0.2 1.2 -0.9
O -6.899203 -22.710896 -4.792052 0.8 -0.7 0.3
N -6.917281 -22.121386 -2.642964 -0.5 0.3 0.7
N -5.191324 -23.372509 -3.351656 -0.7 -0.3 -0.2
H -7.795016 -21.681161 -2.822309 -0.3 0.2 0.0
H -6.536773 -22.149093 -1.707694 0.0 0.0 -0.1
H -4.880513 -23.073672 -2.441340 1.0 -0.4 -0.2
H -4.644361 -23.747976 -4.106130 0.3 0.1 0.3
```
Forces are in eV/Å.